Formula: C30H78O17S11
Source: OMol25
Level of theory: the ωB97M-V functional and the def2-TZVPD basis

Structure (XYZ):
```
136
Properties=species:S:1:pos:R:3
C 0.34248 0.90158 -1.50769
C 0.01979 -0.50723 -0.83422
C 0.43989 -0.70898 0.63112
O -0.79313 -1.04728 1.32630
C -1.75391 -1.16357 0.44100
O -2.89471 -1.45681 0.71907
O -1.34738 -0.58483 -0.77624
H 1.36626 1.09053 -1.83060
H 0.01024 1.77060 -0.93977
H -0.32683 0.83982 -2.36577
H 0.43831 -1.32526 -1.42053
H 0.86812 0.13693 1.16886
H 1.13076 -1.55195 0.61663
C 0.48542 -2.67206 3.81894
C 1.31391 -1.42843 4.21296
C 2.34051 -1.57013 5.33514
O 3.42072 -0.74946 4.94358
C 3.42931 -0.65714 3.57566
O 4.33276 -0.31932 2.84665
O 2.24644 -1.13511 3.15188
H -0.35062 -2.76911 4.51155
H 1.12892 -3.54431 3.93388
H 0.12249 -2.67407 2.79114
H 0.71502 -0.51811 4.24065
H 2.58980 -2.60649 5.56299
H 1.81169 -1.16894 6.19972
C 3.81601 2.09976 -0.22216
S 4.82761 3.62714 -0.50181
O 4.18600 4.64642 0.42669
C 6.07366 2.93377 0.55793
H 2.75061 2.32359 -0.27632
H 3.98085 1.68742 0.77328
H 4.07383 1.37810 -0.99730
H 6.97379 3.48995 0.29611
H 6.26940 1.87078 0.41709
H 5.86818 3.14551 1.60723
C -3.52826 1.56131 5.55007
S -1.68460 1.10121 5.36226
O -1.55695 -0.40543 5.34267
C -1.59737 1.66242 3.58798
H -3.58542 2.64941 5.52039
H -4.11070 1.26655 6.42298
H -3.98980 1.21610 4.62491
H -2.36189 1.10509 3.04670
H -0.62428 1.49063 3.12789
H -1.93798 2.69707 3.54809
C -1.62377 -3.14865 -3.53144
S -0.08409 -4.24482 -3.41605
O 0.36849 -4.27848 -1.94568
C 1.07384 -2.98204 -4.11633
H -2.38190 -3.63449 -2.91720
H -1.86600 -2.94257 -4.57401
H -1.44880 -2.15894 -3.10959
H 0.52362 -2.11968 -4.49275
H 1.72517 -3.39706 -4.88551
H 1.84068 -2.67512 -3.40509
C 1.55551 4.38353 -1.97463
S 0.40321 5.36480 -3.03734
O 1.24966 6.15464 -4.00461
C -0.30464 3.98273 -4.09532
H 2.30106 3.85243 -2.56640
H 1.14904 3.62481 -1.30588
H 2.09427 5.13769 -1.40098
H -0.85378 3.28985 -3.45777
H 0.49683 3.57824 -4.71349
H -0.87586 4.55636 -4.82522
C 1.23200 5.33023 2.23888
S 1.01613 3.53866 2.79724
O 0.99344 2.73303 1.51014
C 2.78384 3.31537 3.37552
H 2.03945 5.40960 1.51099
H 1.46941 6.02614 3.04352
H 0.30916 5.63764 1.74699
H 3.17570 4.20627 3.86630
H 3.41182 3.01060 2.53835
H 2.94640 2.47136 4.04584
C -4.29338 -0.43528 -2.75244
S -4.45939 1.19513 -3.58328
O -2.98549 1.59779 -3.98964
C -5.07912 0.47747 -5.14719
H -3.60816 -1.13499 -3.23097
H -5.21720 -0.94827 -2.48504
H -3.80728 -0.31394 -1.78441
H -5.83827 -0.29445 -5.02093
H -4.24161 0.02142 -5.67511
H -5.50421 1.23361 -5.80722
C -4.93026 -4.31278 0.40660
S -4.01179 -5.86961 -0.05425
O -4.47317 -6.24412 -1.43838
C -2.40069 -4.99394 -0.39713
H -5.97144 -4.63341 0.37144
H -4.75201 -3.49929 -0.29665
H -4.61614 -4.04093 1.41433
H -2.63126 -4.06572 -0.91994
H -1.61658 -5.55811 -0.90207
H -1.94165 -4.79585 0.57145
C 4.89943 0.12467 -4.91996
S 3.37619 0.25813 -3.97162
O 3.50207 1.54304 -3.15039
C 2.32231 0.90129 -5.33375
H 5.03655 0.92722 -5.64468
H 4.91141 -0.77194 -5.53967
H 5.78870 0.13231 -4.28969
H 1.38023 1.17610 -4.85934
H 2.27527 0.27830 -6.22693
H 2.67399 1.84460 -5.75159
C 3.49279 -1.85100 -0.51878
S 4.96069 -2.79569 -1.12867
O 4.47669 -3.34674 -2.46698
C 6.10429 -1.43809 -1.60972
H 2.93428 -1.55040 -1.40524
H 3.85379 -1.03625 0.10889
H 2.86435 -2.47613 0.11556
H 5.55732 -0.56873 -1.97458
H 6.85460 -1.64879 -2.37178
H 6.64529 -1.08142 -0.73323
C -4.07894 -2.70897 4.00244
S -3.26978 -3.58233 5.38745
O -4.47317 -4.30533 6.05089
C -2.46205 -4.93298 4.38650
H -3.38230 -2.38428 3.22954
H -4.50672 -1.78728 4.39690
H -4.87941 -3.37911 3.68898
H -1.97965 -5.68140 5.01519
H -1.69198 -4.53721 3.72433
H -3.27575 -5.43997 3.86789
C -2.40592 3.23231 0.11349
S -4.03870 3.05295 1.02510
O -4.76155 4.39182 0.88631
C -4.83259 1.78641 0.01783
H -2.58347 3.42795 -0.94401
H -1.90130 2.26766 0.05954
H -1.77896 4.00213 0.56338
H -4.22383 0.88366 0.06820
H -4.84663 2.00118 -1.05071
H -5.80719 1.53819 0.43811
```

Summary:
- Frontier orbital gap (alpha / beta): 7.1 / 2.3 eV
- LUMO (alpha / beta): -3.47 / -8.23 eV
- Highest occupied orbital energy (alpha / beta): -10.542 / -10.542 eV
- Charge: +1
- ⟨S²⟩: 0.7574
- Multiplicity: 2

=====

Formula: C30H79N5O12
Source: OMol25
Level of theory: the ωB97M-V functional and the def2-TZVPD basis

Structure (XYZ):
```
126
Properties=species:S:1:pos:R:3
C 0.61761 6.87747 -1.56093
O 1.70786 6.72611 -2.48591
C 3.03649 6.53281 -1.79344
C 4.02448 6.03749 -2.79648
N 3.90134 4.72400 -3.39993
C 4.99018 4.45781 -4.24677
C 4.83093 5.00082 -5.66816
O 5.18401 6.36554 -5.71352
C 6.64690 6.47420 -5.77456
H 0.86590 7.77787 -0.99903
H 0.61098 5.99689 -0.91856
H -0.36192 7.03773 -2.01140
H 3.15486 5.72966 -1.06609
H 3.42914 7.37299 -1.22071
H 5.04688 6.14333 -2.43374
H 3.92502 6.70558 -3.65197
H 3.04386 4.70977 -3.93344
H 4.87422 3.39439 -4.45604
H 5.91129 4.71931 -3.72595
H 3.83045 5.10139 -6.08890
H 5.32346 4.35474 -6.39485
H 7.21226 6.10523 -4.91880
H 6.76670 7.55731 -5.74956
H 7.06943 6.01327 -6.66738
C -1.56812 0.73939 -8.83853
O -2.72554 0.29422 -9.36936
C -3.53550 -0.36761 -8.42660
C -4.91487 -0.48078 -8.89255
N -5.80549 -1.45712 -8.20615
C -5.27524 -2.80323 -8.13928
C -4.57010 -3.16167 -6.82001
O -5.47345 -3.95215 -5.93699
C -6.26941 -3.32550 -4.96273
H -0.75811 1.04061 -9.50279
H -1.24180 -0.05352 -8.16553
H -1.84597 1.54394 -8.15766
H -3.45547 0.15348 -7.47258
H -3.08619 -1.34212 -8.23542
H -4.86853 -0.55180 -9.97924
H -5.16253 0.57793 -8.81569
H -6.69256 -1.33241 -8.67267
H -4.63419 -3.08370 -8.97504
H -6.12651 -3.48392 -8.14923
H -4.03918 -2.34615 -6.32895
H -3.80236 -3.88829 -7.08587
H -6.74109 -2.43432 -5.37674
H -5.59456 -2.98977 -4.17536
H -7.14771 -3.89725 -4.66310
C 1.63443 0.15556 2.30041
O 1.56948 -0.09982 0.93180
C 0.31254 -0.13638 0.44374
C 0.27469 -0.60818 -1.02376
N 0.88491 0.41507 -1.90648
C 1.24995 -0.10060 -3.21093
C 2.33184 -1.10853 -3.15955
O 2.63815 -1.56248 -4.44203
C 1.71779 -2.40607 -5.13553
H 1.66431 1.23665 2.43630
H 2.57507 -0.17472 2.74108
H 0.79302 -0.16053 2.91703
H -0.19823 0.81525 0.59079
H -0.22090 -0.90588 1.00177
H -0.70231 -0.98490 -1.32648
H 0.71631 -1.60412 -1.05787
H 1.70613 0.71169 -1.39881
H 1.63657 0.66040 -3.88879
H 0.36819 -0.51611 -3.69874
H 2.15729 -1.88735 -2.41721
H 3.22963 -0.52937 -2.94358
H 0.72209 -2.00858 -5.33223
H 1.64977 -3.40962 -4.71558
H 2.08362 -2.64583 -6.13392
C 4.75496 -3.78198 1.40722
O 4.58577 -4.97696 2.05252
C 3.98840 -6.05337 1.36525
C 4.03948 -7.49541 1.92569
N 4.21272 -7.53423 3.36048
C 3.03980 -7.18330 4.13292
C 3.53936 -7.17363 5.60820
O 4.50860 -6.22147 6.03701
C 3.94216 -4.95166 6.31101
H 4.55174 -3.02450 2.16421
H 3.97306 -3.58774 0.67305
H 5.73176 -3.50993 1.00728
H 4.33072 -6.21659 0.34335
H 2.93170 -5.78606 1.35978
H 4.91191 -7.98297 1.49065
H 3.24109 -8.09362 1.48658
H 5.00776 -6.96168 3.60583
H 2.21249 -7.89274 4.11410
H 2.75323 -6.15225 3.92577
H 3.96095 -8.17601 5.68308
H 2.63989 -6.98589 6.19454
H 4.74236 -4.33107 6.71433
H 3.27119 -4.97626 7.16966
H 3.58223 -4.39168 5.44788
C -3.73880 -0.06257 7.16433
O -3.55960 0.77167 8.26221
C -3.46906 0.10419 9.48315
C -4.35702 0.74801 10.64922
N -5.76637 0.51476 10.31707
C -6.67849 0.92088 11.39430
C -6.71626 2.41498 11.53976
O -6.88237 2.97474 10.24109
C -6.83264 4.44397 10.21843
H -3.00778 -0.87110 7.16426
H -3.68622 0.52976 6.25084
H -4.69090 -0.59010 7.10671
H -2.41199 0.14086 9.74653
H -3.82274 -0.92593 9.43997
H -4.12636 1.80644 10.77012
H -4.11930 0.23737 11.58241
H -6.16765 1.10888 9.60566
H -6.26481 0.48347 12.30295
H -7.62939 0.45152 11.14213
H -5.72144 2.63980 11.92434
H -7.56516 2.70764 12.15767
H -5.85451 4.91780 10.30128
H -7.43275 4.92352 10.99173
H -7.22657 4.72034 9.24041
O 4.75728 2.71481 0.08441
H 4.72837 3.22230 -0.72666
H 3.97334 2.98329 0.56357
O -0.18701 3.70548 -4.65009
H -0.01088 3.86048 -3.72208
H -1.08826 3.38383 -4.67285
```

Summary:
- SMILES string: COCCNCCOC.COCCNCCOC.COCCNCCOC.COCCNCCOC.COCCNCCOC.O.O
- Relative energy (zero: lowest compared OMol25 entry of this formula, charge and spin): 6.891 eV
- Frontier orbital gap: 8.7 eV
- LUMO: 0.35 eV
- Highest occupied orbital energy: -8.365 eV

=====

Formula: C30H79N6O10
Source: OMol25
Level of theory: the ωB97M-V functional and the def2-TZVPD basis

Structure (XYZ):
```
125
Properties=species:S:1:pos:R:3
N -41.21247 -20.00959 18.57190
H -40.41597 -19.76164 18.99608
H -41.23711 -20.78179 18.10801
H -41.18129 -19.27602 17.73044
H -42.00766 -19.94622 19.24747
C -41.35325 -17.96395 14.85045
O -42.05032 -18.19904 16.09253
C -43.05567 -17.30642 16.38386
C -44.33450 -17.70379 15.49960
N -45.55633 -16.89463 15.73358
C -46.69202 -17.46360 14.97087
C -47.90486 -16.53513 15.17672
O -48.99907 -17.21221 14.51600
C -50.20587 -16.67349 15.00984
H -41.84710 -18.44051 14.09274
H -40.58014 -18.40404 14.67289
H -41.06717 -16.96960 14.55866
H -43.07390 -16.21691 16.27879
H -43.11768 -17.31482 17.57135
H -44.60790 -18.77614 15.70341
H -44.06252 -17.57975 14.34403
H -45.40816 -15.96572 15.21353
H -46.95502 -18.51912 15.40721
H -46.63940 -17.51221 14.03084
H -47.64123 -15.56946 14.80159
H -48.39608 -16.42122 16.25251
H -50.97957 -17.00792 14.33052
H -50.22727 -15.45879 14.94603
H -50.30095 -16.98346 16.10831
C -42.36855 -22.30907 23.02296
O -43.41232 -22.10645 22.03315
C -42.96383 -22.30793 20.74359
C -44.07408 -21.73950 19.82040
N -43.62668 -21.74583 18.41286
C -44.50798 -21.22312 17.39277
C -45.86016 -21.83580 17.19921
O -46.46204 -21.10658 16.12026
C -47.92151 -21.17598 16.04694
H -42.88636 -22.32648 23.81723
H -41.67098 -21.67679 23.07010
H -42.07239 -23.27222 23.05301
H -42.83859 -23.43382 20.40368
H -41.89043 -21.75768 20.74973
H -44.29109 -20.75686 20.14656
H -44.95575 -22.40283 19.99475
H -43.36281 -22.74569 18.15160
H -43.97101 -21.46106 16.37288
H -44.45165 -20.25208 17.69871
H -46.68917 -21.91166 18.18023
H -45.77172 -23.02433 17.13823
H -48.35015 -20.84219 16.90461
H -48.19372 -22.22610 15.82808
H -48.39560 -20.45159 15.28135
C -43.17543 -17.49643 20.55262
O -42.11506 -17.34608 19.63910
C -41.32347 -16.29172 19.85760
C -40.28821 -16.19980 18.69765
N -39.18949 -17.17248 18.95902
C -38.32835 -17.35865 17.89469
C -37.22263 -18.47145 18.18505
O -36.51590 -18.54236 16.90358
C -35.38991 -19.40215 16.89334
H -42.78024 -17.59490 21.60045
H -43.61066 -18.42348 20.40785
H -43.92003 -16.52912 20.34811
H -40.85193 -16.22232 20.77757
H -42.05471 -15.27094 19.73432
H -39.65917 -15.20960 18.62655
H -40.66596 -16.41859 17.69408
H -38.71653 -16.90463 19.75668
H -37.77730 -16.42974 17.79115
H -38.80911 -17.63084 16.81921
H -37.62098 -19.27626 18.67208
H -36.83333 -17.97990 19.08489
H -34.75709 -19.31699 15.92396
H -35.67573 -20.31277 17.33252
H -34.63202 -18.95850 17.58243
C -38.57265 -18.73554 9.75329
O -38.29248 -19.75000 10.67925
C -39.44417 -20.19347 11.41402
C -38.88336 -20.95751 12.74628
N -39.93869 -21.19729 13.74098
C -39.45830 -21.94073 14.84003
C -38.88636 -21.00884 15.92036
O -38.95924 -21.68265 17.15548
C -38.15325 -22.94717 17.28860
H -39.44609 -18.98849 8.96029
H -37.63729 -18.68630 9.18721
H -38.98585 -17.67879 10.05455
H -40.21528 -20.72322 10.96556
H -39.89147 -19.28787 11.85414
H -38.19732 -20.34263 13.11407
H -38.46555 -21.86645 12.50848
H -40.71809 -21.70417 13.37340
H -38.98860 -22.74972 14.48876
H -40.41186 -22.56170 15.17972
H -39.44961 -20.13507 15.88486
H -37.82365 -20.82396 15.78719
H -38.35415 -23.40223 18.28624
H -36.89269 -22.54559 17.29828
H -38.34223 -23.58715 16.65855
C -40.07053 -19.61606 22.03058
O -39.68375 -20.70832 21.25219
C -38.50605 -21.34055 21.59977
C -38.26783 -22.55029 20.72593
N -37.02462 -23.25023 21.28067
C -36.77732 -24.38204 20.41464
C -35.57214 -25.12215 20.96747
O -35.18592 -26.05389 19.96062
C -34.17774 -27.00102 20.39878
H -39.83515 -18.62850 21.64507
H -39.60454 -19.77824 23.08170
H -41.20816 -19.51000 22.10988
H -38.49367 -21.68200 22.76352
H -37.82749 -20.51185 21.75900
H -38.27884 -21.99031 19.82985
H -39.26079 -23.09875 20.69776
H -37.27682 -23.80691 22.13886
H -36.48055 -23.93384 19.50721
H -37.50752 -25.18280 20.26556
H -35.80146 -25.58287 22.01627
H -34.77168 -24.36656 21.04733
H -34.38476 -27.71973 21.19363
H -33.09138 -26.16892 20.70814
H -33.91766 -27.68073 19.39405
```

Summary:
- Relative energy (zero: lowest compared OMol25 entry of this formula, charge and spin): 2.110 eV
- Frontier orbital gap: 9.5 eV
- LUMO: -1.61 eV
- Highest occupied orbital energy: -11.088 eV
- Charge: +1